The following is a quantum chemistry calculation of a molecular structure, C37H42AsN4OPRhS, from the Open Molecules 2025 dataset.

Energy: -131021.5978 eV
Relative energy (zero: lowest compared OMol25 entry of this formula, charge and spin): 170.1 kJ/mol
Highest occupied orbital energy (alpha / beta): -9.931 / -10.534 eV
⟨S²⟩: 6.030

ORCA input file:
```
! RIJCOSX wB97M-V def2-TZVPD def2/J DEFGRID3
* xyz 1 5
Rh -0.5699 0.0400 -0.4888
As 0.5981 1.5117 -2.1551
S -1.9567 -0.5256 -2.2341
P 0.0069 -2.5912 1.6308
O -0.8001 -1.6398 0.7706
N -0.4610 -4.1575 1.5149
N -4.7087 5.5019 2.7209
N -0.0116 -2.1595 3.2219
N 1.5559 -2.5420 1.1285
C -1.9741 4.5929 -0.3782
C 3.4598 -2.0946 -0.1458
C -1.4920 3.4178 -1.2778
C -1.2297 2.0101 -5.9184
C -1.6994 -4.6960 2.1250
C -1.6417 0.4806 -3.6256
C -2.9063 2.5664 2.3148
C -0.0354 3.0713 -1.1957
C 3.9092 -2.6894 1.1882
C -4.1421 4.6301 2.2287
C 4.4332 1.1803 -3.7616
C 0.8012 -0.9853 3.5936
C -1.0109 -1.1228 5.1206
C -0.3648 2.1314 -4.8384
C -0.1850 -4.8423 0.2315
C -3.1592 3.7005 0.1228
C 4.0275 3.5395 -3.5100
C -0.5684 1.3817 -3.6901
C -2.5053 0.3622 -4.7216
C -0.9769 -6.1362 0.3545
C 0.7583 3.6248 -0.2719
C 2.7696 3.2716 -2.9902
C 4.8576 2.4953 -3.8944
C 2.3470 1.9540 -2.8552
C 2.6348 -3.3354 1.7354
C -0.9976 5.0378 0.6592
C 3.1793 0.9065 -3.2374
C -3.3994 3.5873 1.5985
C -1.1881 -2.2651 4.1134
C 0.4832 -0.8134 5.0709
C -2.4985 2.4633 -0.5503
C 2.0729 -1.5497 0.1790
C -1.8743 1.4722 0.3819
C -2.2359 -5.6811 1.0862
C -2.3008 1.1269 -5.8551
C 0.2651 4.6130 0.6843
C -2.1037 1.5179 1.6998
H -0.5441 -4.2505 -0.6184
H 4.7232 -3.4039 1.0876
H 3.3793 -2.8785 -0.9017
H -1.0661 2.6016 -6.8090
H 2.1197 4.0835 -2.6875
H 1.7990 3.3249 -0.1935
H -2.7940 -6.4956 1.5431
H -1.4552 -5.2017 3.0609
H -1.3454 5.7629 1.3866
H 5.8387 2.7070 -4.2978
H 1.4193 -1.4945 -0.6938
H -1.5788 -0.2484 4.7959
H -1.1896 -3.2380 4.6062
H 0.7271 0.1825 5.4358
H 0.4768 2.8119 -4.8946
H 2.5545 -4.3826 1.4314
H 4.1297 -1.3214 -0.5195
H 4.3588 4.5639 -3.6151
H 2.1426 -0.5519 0.6330
H -3.1546 1.9179 -1.2360
H -0.4217 -6.8551 0.9599
H 2.5810 -3.3038 2.8253
H 1.8574 -1.1747 3.4031
H -2.1244 -2.1542 3.5642
H -1.1807 -6.5877 -0.6145
H -2.4233 -3.9095 2.3331
H 4.2426 -1.8928 1.8568
H -3.3308 -0.3355 -4.6704
H 0.8843 -5.0086 0.1085
H 1.0463 -1.5431 5.6553
H -3.0982 2.5204 3.3796
H 0.9561 4.9889 1.4273
H -1.3627 -1.3960 6.1132
H 2.8477 -0.1205 -3.1293
H -2.8990 -5.1619 0.3916
H 0.5044 -0.0897 3.0298
H -2.3146 5.4728 -0.9287
H 5.0807 0.3680 -4.0639
H -2.9733 1.0282 -6.6964
H -1.7038 0.7536 2.3597
H -1.7890 3.5588 -2.3189
H -4.0825 3.9913 -0.3785
*
```

Want to see where the charge sits? The Mulliken charges in e are: number 1, Rh, carries -0.31; number 2, As, carries 1.56; number 3, S, carries -0.24; number 4, P, carries -0.92; number 5, O, carries -0.61; number 6, N, carries 0.23; number 7, N, carries -0.54; number 8, N, carries 0.29; number 9, N, carries 0.72; number 10, C, carries -0.10; number 11, C, carries -0.80; number 12, C, carries -1.04; number 13, C, carries -0.70; number 14, C, carries -0.11; number 15, C, carries 0.81; number 16, C, carries -0.33; number 17, C, carries 0.42; number 18, C, carries -0.83; number 19, C, carries -0.13; number 20, C, carries -0.76; number 21, C, carries -0.28; number 22, C, carries -0.60; number 23, C, carries -0.15; number 24, C, carries -0.42; number 25, C, carries 0.20; number 26, C, carries -0.74; number 27, C, carries -0.59; number 28, C, carries -0.60; number 29, C, carries -0.74; number 30, C, carries -0.29; number 31, C, carries 0.08; number 32, C, carries -0.44; number 33, C, carries 0.27; number 34, C, carries -0.58; number 35, C, carries -1.11; number 36, C, carries -0.59; number 37, C, carries -0.50; number 38, C, carries -0.37; number 39, C, carries -0.79; number 40, C, carries 0.03; number 41, C, carries -0.26; number 42, C, carries -0.41; number 43, C, carries -0.80; number 44, C, carries -0.64; number 45, C, carries -0.79; number 46, C, carries 0.59; number 47, H, carries 0.24; number 48, H, carries 0.41; number 49, H, carries 0.36; number 50, H, carries 0.42; number 51, H, carries 0.42; number 52, H, carries 0.51; number 53, H, carries 0.41; number 54, H, carries 0.22; number 55, H, carries 0.44; number 56, H, carries 0.40; number 57, H, carries 0.14; number 58, H, carries 0.12; number 59, H, carries 0.36; number 60, H, carries 0.37; number 61, H, carries 0.47; number 62, H, carries 0.37; number 63, H, carries 0.42; number 64, H, carries 0.42; number 65, H, carries 0.12; number 66, H, carries 0.56; number 67, H, carries 0.30; number 68, H, carries 0.35; number 69, H, carries 0.19; number 70, H, carries 0.29; number 71, H, carries 0.39; number 72, H, carries 0.22; number 73, H, carries 0.32; number 74, H, carries 0.47; number 75, H, carries 0.20; number 76, H, carries 0.33; number 77, H, carries 0.49; number 78, H, carries 0.45; number 79, H, carries 0.42; number 80, H, carries 0.42; number 81, H, carries 0.29; number 82, H, carries 0.01; number 83, H, carries 0.44; number 84, H, carries 0.42; number 85, H, carries 0.40; number 86, H, carries 0.11; number 87, H, carries 0.52; number 88, H, carries 0.73

The following is a quantum chemistry calculation of C21H23ClN2O3S in the gas phase, from the Open Molecules 2025 dataset.

Energy: -54632.0516 eV
SMILES: CCOC(=O)N1CCN(C(=O)c2ccc(CSc3ccc(Cl)cc3)cc2)CC1
Relative energy (zero: lowest compared OMol25 entry of this formula, charge and spin): 66.8 kJ/mol
Highest occupied orbital energy: -8.308 eV

ORCA input file:
```
! RIJCOSX wB97M-V def2-TZVPD def2/J DEFGRID3
* xyz 0 1
Cl 4.4675 -0.9496 -4.9785
S 5.8193 -0.6411 1.1233
O -5.4995 0.6178 -0.9560
O -3.9537 0.8811 -2.5954
O -0.8212 1.5485 3.7556
N -3.4052 1.1735 -0.4191
N -1.4299 1.1061 1.6347
C 3.2115 -0.8963 2.1321
C 4.1002 -1.1355 -1.0139
C 1.9277 1.0911 2.5657
C 3.1484 0.4621 2.4158
C -6.4279 -1.1450 -2.3666
C 6.3431 -0.4217 -1.5077
C 6.0725 -0.4754 -2.8591
C -6.4870 0.3150 -1.9411
C 0.7457 0.3748 2.4181
C -4.2609 0.8820 -1.4267
C 5.3616 -0.7555 -0.5767
C 4.8125 -0.8695 -3.2862
C -3.7823 1.0760 0.9782
C -0.5589 1.0622 2.6711
C 0.8049 -0.9866 2.1454
C 2.0281 -1.6150 2.0033
C 3.8280 -1.1966 -2.3691
C -2.0050 1.3959 -0.7073
C 4.5308 -1.5949 2.0047
C -1.1483 0.6294 0.2954
C -2.7190 1.7421 1.8372
H 3.3188 -1.3755 -0.3112
H 4.0646 1.0241 2.5204
H -7.4402 0.5475 -1.4616
H -3.8939 0.0228 1.2675
H -1.7706 2.4659 -0.6590
H -0.0887 0.7712 0.0676
H 4.9707 -1.7470 2.9933
H -6.3359 0.9657 -2.8083
H 6.8333 -0.2194 -3.5792
H 2.0645 -2.6762 1.7986
H 1.8821 2.1430 2.8029
H -0.1053 -1.5620 2.0636
H -2.6575 2.8099 1.5946
H -2.9653 1.6528 2.8979
H -5.4781 -1.3470 -2.8554
H -7.2342 -1.3539 -3.0637
H -1.8173 1.0494 -1.7258
H 7.3192 -0.1219 -1.1588
H 4.4345 -2.5629 1.5123
H -4.7459 1.5692 1.1257
H -1.3786 -0.4410 0.2120
H 2.8490 -1.4950 -2.7100
H -6.5285 -1.7949 -1.5004
*
```

Want to see where the charge sits? The natural (NBO) charges in e are: number 1, Cl, carries 0.01; number 2, S, carries 0.26; number 3, O, carries -0.52; number 4, O, carries -0.66; number 5, O, carries -0.61; number 6, N, carries -0.45; number 7, N, carries -0.44; number 8, C, carries -0.05; number 9, C, carries -0.24; number 10, C, carries -0.18; number 11, C, carries -0.21; number 12, C, carries -0.64; number 13, C, carries -0.21; number 14, C, carries -0.21; number 15, C, carries -0.07; number 16, C, carries -0.05; number 17, C, carries 0.90; number 18, C, carries -0.17; number 19, C, carries -0.06; number 20, C, carries -0.22; number 21, C, carries 0.65; number 22, C, carries -0.21; number 23, C, carries -0.21; number 24, C, carries -0.20; number 25, C, carries -0.23; number 26, C, carries -0.54; number 27, C, carries -0.22; number 28, C, carries -0.23; number 29, H, carries 0.23; number 30, H, carries 0.23; number 31, H, carries 0.19; number 32, H, carries 0.19; number 33, H, carries 0.19; number 34, H, carries 0.23; number 35, H, carries 0.25; number 36, H, carries 0.20; number 37, H, carries 0.23; number 38, H, carries 0.21; number 39, H, carries 0.22; number 40, H, carries 0.22; number 41, H, carries 0.20; number 42, H, carries 0.25; number 43, H, carries 0.22; number 44, H, carries 0.22; number 45, H, carries 0.25; number 46, H, carries 0.22; number 47, H, carries 0.23; number 48, H, carries 0.23; number 49, H, carries 0.19; number 50, H, carries 0.23; number 51, H, carries 0.21

The following is a quantum chemistry calculation of C8H6O4 in the gas phase at a distorted geometry, from the Open Molecules 2025 dataset.

Energy: -16581.9309 eV
SMILES: O=C(O)c1ccc2c(c1)OCO2
Relative energy (zero: lowest compared OMol25 entry of this formula, charge and spin): 161.5 kJ/mol
Highest occupied orbital energy: -8.720 eV

ORCA input file:
```
! RIJCOSX wB97M-V def2-TZVPD def2/J DEFGRID3
* xyz 0 1
O 3.6583 0.7249 0.5551
O -1.9967 -1.3755 0.1733
O 3.3898 -1.2446 -0.2842
O -2.5845 0.8681 0.0225
C -1.2303 0.6771 -0.0633
C 0.4704 -1.0567 0.1171
C -0.8272 -0.6371 0.0833
C 2.8613 -0.0788 0.0756
C 1.0309 1.3182 -0.1280
C -0.3131 1.6736 -0.1537
C 1.3598 -0.0274 0.0327
C -3.1248 -0.5088 0.1657
H 1.9591 2.0210 -0.0281
H 2.6780 -1.7721 -0.7428
H 0.6452 -2.1716 0.1447
H -3.6989 -0.5625 -0.8189
H -0.6126 2.7096 -0.2534
H -3.6647 -0.5572 1.1023
*
```

Want to see where the charge sits? The natural (NBO) charges in e are: number 1, O, carries -0.58; number 2, O, carries -0.51; number 3, O, carries -0.65; number 4, O, carries -0.48; number 5, C, carries 0.23; number 6, C, carries -0.29; number 7, C, carries 0.31; number 8, C, carries 0.77; number 9, C, carries -0.17; number 10, C, carries -0.23; number 11, C, carries -0.21; number 12, C, carries 0.23; number 13, H, carries 0.27; number 14, H, carries 0.48; number 15, H, carries 0.24; number 16, H, carries 0.18; number 17, H, carries 0.23; number 18, H, carries 0.18